[1]
13
Properties=species:S:1:pos:R:3:forces:R:3 method="wB97M-V/def2-TZVPD" charge=-1 lumo_ha=0.1458 de_lowest_kcal_mol=6.7 smiles="CCCC(=O)[O-]" homo_lumo_gap_ev=7.771 spin_multiplicity=1 largest_force_ev_per_a=0.930 homo_energy_ev=-3.8
O 2.813621 0.332924 -0.200336 -0.05 -0.12 -0.20
O 1.945377 -0.997244 -1.807003 -0.16 -0.05 0.12
C 0.686113 -0.603694 0.214722 0.18 0.67 -0.02
C 1.943108 -0.428967 -0.692976 0.21 -0.01 0.15
C -0.391518 0.372837 -0.263643 0.17 0.13 -0.29
C -1.705440 0.349529 0.523531 -0.15 -0.01 -0.31
H 0.342431 -1.635825 0.336301 -0.05 0.05 -0.36
H -0.533668 0.386430 -1.350736 -0.28 -0.87 0.05
H -2.311463 -0.566614 0.606275 0.60 -0.24 -0.67
H 0.062361 1.373581 -0.172370 -0.20 -0.10 0.50
H -1.484328 0.550205 1.565964 -0.09 0.63 0.25
H -2.371490 1.081518 0.055627 -0.09 0.23 0.55
H 1.004899 -0.214678 1.184640 -0.08 -0.33 0.21

---

[2]
13
Properties=species:S:1:pos:R:3:forces:R:3 method="wB97M-V/def2-TZVPD" charge=+1 lumo_ha="-0.2404 / -0.2404" de_lowest_kcal_mol=55.2 homo_lumo_gap_ev="7.489 / 7.486" spin_multiplicity=1 largest_force_ev_per_a=5.742 homo_energy_ev="-14.0 / -14.0"
O 1.664164 0.277210 0.103128 2.02 -2.46 -0.34
O -0.327780 -0.621839 -0.158322 -0.73 -1.70 0.11
C 0.309180 0.466048 0.014876 -1.50 5.53 -0.28
C -0.092438 1.796610 0.009461 1.55 -2.75 -0.06
C 2.145515 -0.905947 -0.127277 0.68 2.11 1.17
C -1.746199 -0.708119 0.115165 0.62 -1.26 -0.30
H -2.056523 -0.096723 0.932325 -0.01 0.48 0.51
H -1.085732 2.107954 -0.209384 -0.69 -0.17 0.08
H 0.643107 2.577839 0.114253 0.18 -0.13 0.16
H -1.865450 -1.762511 0.302520 -0.28 -0.21 0.49
H 3.300588 -0.927292 0.067631 -2.40 -0.38 -0.72
H 1.370019 -1.670355 -0.374102 1.25 0.21 0.12
H -2.258452 -0.532871 -0.790271 -0.68 0.71 -0.92

---

[3]
14
Properties=species:S:1:pos:R:3:forces:R:3 method="wB97M-V/def2-TZVPD" charge=0 lumo_ha=0.0265 de_lowest_kcal_mol=54.0 smiles="CC(=O)O.CC#P" homo_lumo_gap_ev=9.547 spin_multiplicity=1 largest_force_ev_per_a=4.230 homo_energy_ev=-8.8
P -0.522647 -0.407853 -2.504055 -0.42 -0.56 0.16
O 0.826508 -0.078673 0.319566 -0.01 0.77 0.06
O 1.922572 1.748337 0.963372 0.59 -0.25 -0.24
C 0.892727 1.124511 0.308643 2.35 -0.64 2.07
C -0.565035 -1.432796 -1.349621 0.24 0.98 -1.74
C -0.406788 -2.480859 -0.406660 -3.26 -1.97 1.68
C -0.021018 2.102821 -0.215758 -2.91 0.24 -3.06
H 2.590520 1.076113 1.222040 -0.70 0.34 -0.14
H -1.307692 -2.524393 0.392982 2.00 0.26 -1.70
H -0.303781 2.919437 0.406841 -0.17 0.07 1.36
H -0.458412 -3.458723 -0.925742 -0.03 0.41 0.15
H 0.332384 2.741997 -1.078978 0.11 -1.39 0.47
H -0.938124 1.488404 -0.537759 1.19 1.38 0.33
H 0.502159 -2.467241 0.128763 1.02 0.35 0.60

---

[4]
14
Properties=species:S:1:pos:R:3:forces:R:3 method="wB97M-V/def2-TZVPD" charge=-1 lumo_ha=0.1448 de_lowest_kcal_mol=69.8 homo_lumo_gap_ev=7.076 spin_multiplicity=1 largest_force_ev_per_a=4.674 homo_energy_ev=-3.1
S 2.480962 -0.162592 0.304483 -0.35 -0.02 -0.15
O 3.185327 -0.699252 -0.890978 -0.15 -0.03 0.04
O 2.452972 1.329736 0.338198 -0.06 -0.04 0.08
C -0.303711 -0.819037 1.033208 -0.20 -0.10 0.23
C 0.642646 -0.540056 -0.081197 0.15 -2.63 -3.86
C -1.639637 0.668020 -0.645737 0.22 -0.13 0.07
C -0.424408 0.442430 0.219695 -0.15 0.25 0.06
H 0.080801 -0.764126 2.044044 0.11 0.06 0.09
H 0.478427 -1.413703 -1.309317 0.48 2.72 3.68
H -1.070842 -1.573705 0.902060 0.00 -0.01 -0.06
H -0.044273 1.353163 0.676612 0.10 -0.10 0.03
H -1.901778 -0.244305 -1.180190 -0.05 -0.07 -0.05
H -1.444469 1.451175 -1.376125 -0.01 0.05 -0.13
H -2.492012 0.972250 -0.034758 -0.09 0.03 -0.01

---

[5]
15
Properties=species:S:1:pos:R:3:forces:R:3 method="wB97M-V/def2-TZVPD" charge=-1 lumo_ha=0.1061 de_lowest_kcal_mol=25.1 smiles="CSSCCC(=O)[O-]" homo_lumo_gap_ev=7.045 spin_multiplicity=1 largest_force_ev_per_a=4.444 homo_energy_ev=-4.2
S -0.510776 0.060499 1.054128 -0.32 -0.41 1.27
S -1.473729 1.832988 0.960286 0.20 0.41 -0.46
O 1.939551 -2.363040 -1.322807 0.39 0.00 0.67
O 0.250576 -3.692113 -1.997965 0.19 0.03 0.47
C 0.261828 -0.377329 -0.480401 2.25 0.36 -0.48
C 0.747092 -2.667859 -1.477752 -0.94 0.28 -1.78
C -0.416876 2.936252 1.895347 1.09 1.71 -1.04
C -0.370041 -1.532275 -1.194307 0.34 -3.42 2.82
H 1.284425 -0.890197 -0.152360 -1.58 1.47 -0.67
H 0.653587 2.930348 1.895710 1.06 -1.65 -0.88
H 0.487690 0.570885 -1.072736 -0.25 -1.36 0.63
H -1.034191 -2.209510 -0.468320 0.91 1.93 -1.42
H -0.567915 2.869167 2.919317 -1.06 0.09 1.97
H -0.857073 -1.456411 -2.118804 -0.87 0.70 -1.14
H -0.394141 3.988596 1.560665 -1.42 -0.13 0.04

---

[6]
14
Properties=species:S:1:pos:R:3:forces:R:3 method="wB97M-V/def2-TZVPD" charge=-1 lumo_ha=0.1411 de_lowest_kcal_mol=61.2 homo_lumo_gap_ev=6.551 spin_multiplicity=1 largest_force_ev_per_a=3.587 homo_energy_ev=-2.7
Si -0.024775 -0.262252 1.547271 2.29 -0.44 -1.43
O 3.323686 -0.171809 -0.678061 -1.06 1.83 -0.40
O 2.680769 2.069465 -0.497092 0.02 -1.98 -0.73
C -0.428592 -0.304283 -0.305334 0.69 0.82 0.21
C -1.859481 -0.577041 -0.495670 -3.54 0.21 0.53
C 2.736695 0.882744 -0.717369 -0.01 -0.13 0.91
C 0.333394 0.230678 -1.271425 2.21 0.66 1.55
H -1.220093 -0.551436 2.282258 -0.81 -0.61 0.67
H -2.158430 -1.028427 -1.475688 0.50 -0.71 1.00
H 1.158017 -1.243379 1.817700 -0.92 0.63 0.24
H -2.452480 0.364253 -0.652124 0.42 -0.15 0.63
H -0.101964 0.589674 -2.198117 -0.48 -0.51 -0.54
H 0.346632 1.044206 2.155168 0.17 0.05 -0.21
H -2.333378 -1.042392 0.488482 0.52 0.34 -2.44